Entry from the OMol25 dataset: a 2-piece molecular cluster, C7H3F3S overall in a non-equilibrium geometry (wB97M-V/def2-TZVPD).

Geometry as XYZ:
```
14
Properties=species:S:1:pos:R:3
C 0.07 2.85 0.07
C -0.87 2.05 0.07
C -2.64 0.17 -0.32
C 0.34 -2.45 0.64
C -1.77 1.10 -0.08
C 1.14 -1.57 0.35
C 2.00 -0.53 -0.16
F 1.97 0.58 0.61
F 3.33 -0.89 -0.10
F 1.78 -0.21 -1.37
S -2.73 -1.49 0.19
H 1.03 3.23 0.26
H -3.62 0.58 -0.78
H -0.02 -3.44 0.62
```

Properties
Gap between HOMO and LUMO (spin up / spin down) ... 0.2160 / 0.2049 hartree
E_tot ... -966.03497 Eh
Highest occupied orbital energy (spin up / spin down) ... -8.3366 / -8.2130 eV
ΔE to the lowest compared entry with this formula, charge and spin ... 137.8 kcal/mol
LUMO level (spin up / spin down) ... -2.459 / -2.637 eV

Entry from the OMol25 dataset: an isolated molecule of C7H4 in a non-equilibrium geometry (wB97M-V/def2-TZVPD).

Geometry as XYZ:
```
11
Properties=species:S:1:pos:R:3
C -0.20 1.48 0.25
C 1.04 1.65 -0.05
C 1.64 -0.92 0.05
C 0.47 -1.29 0.53
C -1.36 0.53 0.22
C -0.46 -0.52 -0.41
C 0.87 0.18 -0.45
H 2.75 -0.95 0.40
H -1.61 0.13 1.09
H -2.21 0.99 -0.44
H -0.93 -1.27 -1.20
```

Properties
Gap between HOMO and LUMO (spin up / spin down) ... 0.2939 / 0.2940 hartree
E_tot ... -268.78385 Eh
Highest occupied orbital energy (spin up / spin down) ... -8.4123 / -8.4128 eV
ΔE to the lowest compared entry with this formula, charge and spin ... 98.3 kcal/mol
LUMO level (spin up / spin down) ... -0.414 / -0.413 eV

Entry from the OMol25 dataset: a 14-piece molecular cluster, C7H43NO13 overall in a non-equilibrium geometry (wB97M-V/def2-TZVPD).

Geometry as XYZ:
```
64
Properties=species:S:1:pos:R:3
C 0.85 0.42 -1.63
C 1.01 1.51 -0.60
C -0.05 1.00 0.39
C 0.80 2.95 -1.16
C 1.94 0.52 -2.62
N 1.97 -0.71 -3.45
C 0.70 -1.02 -4.07
C 2.81 -0.56 -4.68
H -0.15 0.38 -2.09
H 0.78 -0.65 -1.03
H 2.09 1.46 -0.21
H -0.33 1.84 1.03
H -1.04 0.61 0.00
H 0.45 0.18 0.82
H -0.20 3.15 -1.51
H 1.43 2.95 -2.07
H 1.13 3.73 -0.46
H 2.89 0.52 -2.03
H 1.94 1.45 -3.22
H -0.14 -0.47 -3.55
H 0.53 -0.88 -5.16
H 0.45 -2.06 -3.83
H 3.10 -1.66 -4.92
H 3.59 0.00 -4.34
H 2.37 -0.05 -5.60
H -0.36 -1.97 0.08
H -1.08 -2.85 1.14
O -1.22 -2.23 0.55
H 2.85 2.45 1.67
H 3.08 0.91 1.59
O 3.14 1.61 2.16
H 3.30 -2.45 0.01
H 2.57 -3.44 0.78
O 2.81 -2.47 0.88
H 0.51 -1.03 3.76
H 0.56 -2.08 4.73
O 0.41 -2.04 3.82
H 4.54 -2.33 -2.01
H 3.03 -2.32 -2.19
O 3.69 -2.72 -1.69
H -2.42 0.04 -1.86
H -1.90 1.70 -1.95
O -2.58 0.96 -1.83
H 0.43 1.19 3.39
H 1.87 1.12 3.11
O 1.22 0.79 3.70
H -3.36 -1.35 1.92
H -2.58 -0.62 0.85
O -3.45 -0.68 1.31
H -4.63 1.61 0.59
H -5.55 1.76 1.59
O -4.66 2.13 1.46
H -3.30 1.17 2.49
H -2.47 0.12 3.42
O -2.97 0.98 3.40
H -3.17 -2.29 -1.49
H -3.77 -1.20 -0.45
O -3.24 -1.39 -1.30
H -1.99 2.60 3.25
H -1.37 2.57 4.58
O -1.21 2.76 3.56
H -1.16 -1.82 3.37
H -2.35 -2.04 4.25
O -2.15 -1.79 3.38
```

Properties
Gap between HOMO and LUMO ... 0.3594 hartree
E_tot ... -1325.20003 Eh
Highest occupied orbital energy ... -9.5269 eV
ΔE to the lowest compared entry with this formula, charge and spin ... 157.3 kcal/mol
LUMO level ... 0.252 eV

Entry from the OMol25 dataset: a 2-piece molecular cluster, C7H4BN5 overall in a non-equilibrium geometry (wB97M-V/def2-TZVPD).

Geometry as XYZ:
```
17
Properties=species:S:1:pos:R:3
B 0.19 -0.48 -0.49
C -1.95 2.56 -2.65
C -0.99 -0.06 -3.88
C -0.45 -2.62 -2.64
C -0.34 0.81 0.17
C -0.94 1.74 -0.65
C -1.20 1.57 -2.00
C -0.90 0.33 -2.53
N -2.75 3.26 -3.05
N -0.98 -0.26 -5.02
N -0.57 -3.67 -3.06
N -0.29 -0.62 -1.78
N 0.58 -1.67 0.12
H -0.28 1.22 1.13
H -1.21 2.79 -0.28
H 1.09 -1.92 0.94
H 0.46 -2.49 -0.48
```

Properties
Gap between HOMO and LUMO (spin up / spin down) ... 0.2165 / 0.2151 hartree
E_tot ... -567.63507 Eh
Highest occupied orbital energy (spin up / spin down) ... -9.5798 / -9.5720 eV
ΔE to the lowest compared entry with this formula, charge and spin ... 0.0 kcal/mol
LUMO level (spin up / spin down) ... -3.689 / -3.719 eV

Entry from the OMol25 dataset: an isolated molecule of C7H4Cl2NP in a non-equilibrium geometry (wB97M-V/def2-TZVPD).

Geometry as XYZ:
```
15
Properties=species:S:1:pos:R:3
C 0.83 -2.51 0.00
C -2.04 0.05 0.23
C -1.51 1.19 -0.20
C -1.44 -1.24 0.21
C -0.09 1.43 -0.45
C -0.15 -1.59 0.09
C 0.95 0.62 -0.25
N 1.76 -3.19 0.10
P 2.76 0.72 -0.57
Cl 3.63 -0.55 0.89
Cl 2.82 2.45 0.29
H -3.13 0.17 0.44
H -2.12 2.01 -0.50
H -2.20 -2.03 0.50
H -0.07 2.48 -0.78
```

Properties
Gap between HOMO and LUMO (spin up / spin down) ... 0.2752 / 0.2758 hartree
E_tot ... -1585.46953 Eh
Highest occupied orbital energy (spin up / spin down) ... -8.9425 / -8.9387 eV
LUMO level (spin up / spin down) ... -1.455 / -1.433 eV

Entry from the OMol25 dataset: an isolated ion of composition C7H4F6IN4O3 and charge +1 (wB97M-V/def2-TZVPD).

Geometry as XYZ:
```
25
Properties=species:S:1:pos:R:3
C -1.86 -1.03 2.06
N -1.69 -1.71 0.77
N -1.67 -3.00 0.65
N -1.51 -3.31 -0.62
C -1.42 -2.17 -1.31
I -1.27 -2.03 -3.34
N -1.51 -1.15 -0.45
C -1.50 0.32 -0.76
O -2.50 0.92 -0.74
C -0.11 0.92 -1.13
F 0.69 -0.03 -1.64
F -0.33 1.85 -2.06
C 0.53 1.58 0.12
F -0.19 2.68 0.36
F 0.34 0.74 1.17
C 2.03 1.98 0.02
F 2.14 2.77 -1.06
F 2.29 2.69 1.12
C 3.10 0.86 -0.08
O 4.20 1.13 -0.43
O 2.66 -0.35 0.30
H -2.49 -1.68 2.66
H -2.33 -0.06 1.89
H -0.89 -0.90 2.52
H 3.29 -1.01 -0.03
```

Properties
Gap between HOMO and LUMO ... 0.3411 hartree
E_tot ... -1610.44364 Eh
Highest occupied orbital energy ... -14.4780 eV
Net charge ... +1
SMILES ... Cn1nnc(I)[n+]1C(=O)C(F)(F)C(F)(F)C(F)(F)C(=O)O
ΔE to the lowest compared entry with this formula, charge and spin ... 0.0 kcal/mol
LUMO level ... -5.195 eV

Entry from the OMol25 dataset: an isolated ion of composition C7H4FO3S and charge -1 in a non-equilibrium geometry (wB97M-V/def2-TZVPD).

Geometry as XYZ:
```
16
Properties=species:S:1:pos:R:3
C 0.09 -1.98 -0.05
C -1.10 -1.19 -0.06
C 1.28 -1.36 0.13
C -1.03 0.15 0.08
C 1.52 0.18 -0.06
C -2.32 1.04 -0.02
C 0.23 0.92 0.10
O -2.16 2.29 0.00
O -3.37 0.37 -0.09
O 3.20 2.19 -0.07
F 2.42 -2.15 0.03
S 3.12 0.68 0.00
H -0.08 -3.11 -0.13
H -2.15 -1.51 -0.16
H 0.21 1.87 -0.66
H 0.14 1.60 0.96
```

Properties
Gap between HOMO and LUMO (spin up / spin down) ... 0.2566 / 0.2567 hartree
E_tot ... -992.90923 Eh
Highest occupied orbital energy (spin up / spin down) ... -4.7505 / -4.7529 eV
Net charge ... -1
LUMO level (spin up / spin down) ... 2.231 / 2.232 eV

Entry from the OMol25 dataset: C7H4NO5V as an isolated structure in a non-equilibrium geometry (wB97M-V/def2-TZVPD).

Geometry as XYZ:
```
18
Properties=species:S:1:pos:R:3
O 5.14 -4.10 0.55
C 4.71 -3.17 1.05
V 0.53 -0.68 -0.16
O 2.04 0.52 2.30
C 1.56 -0.05 1.38
C -1.99 -0.77 -2.59
O -2.57 -1.09 -3.52
C -0.71 -2.01 0.59
O -1.42 -2.72 1.22
C 1.32 0.16 -1.69
O 1.91 0.83 -2.46
H 1.82 -1.02 0.66
C -2.33 2.73 0.56
C -1.53 1.60 0.20
N -0.86 0.70 -0.05
H -1.73 3.64 0.48
H -2.70 2.62 1.59
H -3.19 2.81 -0.11
```

Properties
Gap between HOMO and LUMO (spin up / spin down) ... 0.1263 / 0.1402 hartree
E_tot ... -1642.61152 Eh
Highest occupied orbital energy (spin up / spin down) ... -21.1009 / -21.1264 eV
Net charge ... +3
2S+1 ... 2
Expectation value of S² ... 0.78
LUMO level (spin up / spin down) ... -17.664 / -17.312 eV

Entry from the OMol25 dataset: C7H4NO6TaTe4 as an isolated structure in a non-equilibrium geometry (wB97M-V/def2-TZVPD).

Geometry as XYZ:
```
23
Properties=species:S:1:pos:R:3
Ta 0.02 -0.53 -1.32
O -2.82 0.29 1.69
C -1.81 0.29 0.91
O -1.86 0.09 -0.33
C -0.47 0.52 1.52
C -0.12 0.70 2.84
C 1.25 0.85 3.12
C 2.19 0.85 2.10
C 1.73 0.71 0.80
N 0.44 0.54 0.55
C 2.54 0.60 -0.48
O 3.72 0.60 -0.54
O 1.69 0.49 -1.53
H -3.68 0.13 1.24
H -0.86 0.70 3.63
H 1.57 0.96 4.15
H 3.26 0.95 2.29
Te -0.44 0.09 -4.11
Te -2.57 -0.07 -6.50
Te -3.14 -2.32 -5.68
Te -1.33 -2.30 -3.33
O 0.99 -2.06 -0.82
O -0.30 -2.09 -0.18
```

Properties
Gap between HOMO and LUMO (spin up / spin down) ... 0.1837 / 0.1838 hartree
E_tot ... -1903.89500 Eh
Highest occupied orbital energy (spin up / spin down) ... -14.6256 / -14.6252 eV
Net charge ... +2
ΔE to the lowest compared entry with this formula, charge and spin ... 14.8 kcal/mol
LUMO level (spin up / spin down) ... -9.627 / -9.624 eV

Entry from the OMol25 dataset: an isolated molecule of C7H5Br3F3P in a non-equilibrium geometry (wB97M-V/def2-TZVPD).

Geometry as XYZ:
```
19
Properties=species:S:1:pos:R:3
F -0.85 -2.95 -0.06
C -0.01 -1.92 -0.29
F -0.15 -1.65 -1.63
F 1.21 -2.50 -0.18
C -0.14 -0.67 0.62
C -1.55 -0.25 0.98
C -2.13 0.81 0.29
C -1.39 1.55 -0.73
C -0.10 1.35 -0.99
C 0.81 0.48 0.08
Br 1.30 1.74 1.66
P 2.38 -0.22 -0.70
Br 3.16 1.76 -1.07
Br 3.53 -0.83 1.05
H 0.26 -1.14 1.54
H -1.90 -0.89 1.65
H -3.11 1.00 0.65
H -1.85 2.37 -1.22
H 0.53 1.96 -1.66
```

Properties
Gap between HOMO and LUMO ... 0.3214 hartree
E_tot ... -8632.72114 Eh
Highest occupied orbital energy ... -9.3783 eV
SMILES ... FC(F)(F)[C@@H]1C=CC=C[C@]1(Br)P(Br)Br
ΔE to the lowest compared entry with this formula, charge and spin ... 7.1 kcal/mol
LUMO level ... -0.633 eV